Below is a structure of composition C15H25N5O5Sc, with properties calculated with wB97M-V/def2-TZVPD.

```
! wB97M-V def2-TZVPD RIJCOSX def2/J DEFGRID3
* xyz 1 1
O 3.12513 1.60214 -2.52138
H 4.08815 1.55546 -2.44224
Sc 0.34035 -0.11469 0.22572
N -1.58264 -0.47702 -0.87425
N 0.70199 -0.40686 -1.84315
O -2.90881 -0.42198 -0.34504
O 2.04733 -0.65865 -2.19304
C -1.56061 -0.81228 -2.17110
C -0.24552 -0.82684 -2.71196
C -2.78063 -1.21785 -2.91107
C 0.05395 -1.33993 -4.06880
H -3.68178 -0.77606 -2.47304
H -2.89264 -2.31436 -2.89870
H -2.70970 -0.91599 -3.96397
H 1.11056 -1.61408 -4.16467
H -0.18830 -0.58570 -4.83460
H -0.55954 -2.23023 -4.27839
H -2.82951 -0.51542 0.62898
H 2.46753 0.26873 -2.35712
O 0.24245 -2.47251 0.30549
H -0.45707 -2.92770 -0.19737
H 1.07975 -2.92263 0.07805
C 2.62941 2.68898 -1.68120
H 3.09574 2.70400 -0.69333
H 1.53847 2.61950 -1.62417
H 2.89731 3.61063 -2.20456
O -0.68010 2.09213 0.13258
H -1.59141 2.05704 -0.21485
H -0.74393 2.50925 1.01363
N 1.34946 -1.02842 2.30390
C 2.14132 0.16238 2.32832
C 3.24887 0.30424 3.15251
C 3.80461 1.58383 3.25601
C 3.22412 2.62903 2.52416
C 2.18118 2.37941 1.64673
N 1.67505 1.12104 1.51549
C 0.08008 -0.92900 2.96666
C -0.10117 -1.37662 4.27241
C -1.27932 -0.99859 4.91561
C -2.22027 -0.24506 4.20353
C -2.00818 0.05610 2.86218
N -0.84946 -0.30725 2.23886
H 1.87919 -1.77569 2.75468
H 3.60368 -0.57332 3.69972
H 4.67028 1.75571 3.89628
H 3.60537 3.64704 2.61358
H 1.72625 3.15010 1.02391
H 0.70632 -1.93709 4.74300
H -1.45703 -1.27930 5.95294
H -3.13041 0.11208 4.68876
H -2.72988 0.62439 2.26992
*
```

ΔE to the lowest compared entry with this formula, charge and spin	0.000	eV
highest occupied orbital energy (spin up / spin down)	-7.3571 / -8.9597	eV

Taken from the Löwdin analysis, the atomic charges in e are: -0.11, 0.12, 1.11, -0.12, -0.16, -0.07, -0.10, -0.31, -0.29, -0.02, -0.02, 0.08, 0.10, 0.09, 0.08, 0.10, 0.09, 0.06, 0.04, -0.06, 0.10, 0.10, -0.07, 0.07, 0.08, 0.09, -0.07, 0.08, 0.08, 0.02, -0.36, -0.02, -0.09, -0.07, -0.16, -0.04, -0.32, 0.03, -0.03, -0.04, -0.09, 0.04, 0.14, 0.12, 0.11, 0.11, 0.10, 0.13, 0.12, 0.12, 0.12

=====

Below is a cluster of 7 separate species, C15H25N7O10 in total, with properties calculated with wB97M-V/def2-TZVPD.

```
! wB97M-V def2-TZVPD RIJCOSX def2/J DEFGRID3
* xyz 0 1
C -3.24254 -1.99293 -2.60918
N -2.14220 -2.34394 -3.53259
O -1.98092 -3.48733 -3.87453
O -1.48648 -1.42019 -3.97052
H -4.02490 -1.62021 -3.28237
H -2.85380 -1.22027 -2.01172
H -3.56055 -2.90041 -2.10251
C 3.96405 -1.78777 1.81234
N 2.74025 -2.25549 1.18684
O 1.71506 -2.30617 1.83080
O 2.78000 -2.60858 0.02171
H 4.52370 -2.60194 2.24083
H 3.77042 -1.00970 2.51801
H 4.55952 -1.41432 0.98691
C 0.14495 -0.46611 4.85727
N 1.73652 -0.39223 4.84504
O 2.23818 0.20883 3.88004
O 2.33089 -0.85096 5.77101
H -0.21135 -0.26131 3.86006
H -0.12821 0.33360 5.56011
H -0.14425 -1.46969 5.19725
C 0.21108 6.72146 0.48466
N 0.80819 6.24726 -0.72101
O 2.02314 6.04661 -0.77228
O 0.04392 5.94666 -1.62750
H 0.20470 7.77975 0.48400
H 0.84033 6.37735 1.31425
H -0.79431 6.31849 0.61882
C -1.49559 3.53876 -2.08696
N -2.03389 3.98815 -0.82638
O -3.25892 3.97210 -0.65815
O -1.27811 4.19800 0.13131
H -1.96990 2.55825 -2.37188
H -0.39485 3.48475 -1.95999
H -1.63169 4.26125 -2.87007
C 1.85649 1.60515 -0.20539
C 1.44845 0.86166 -1.30751
C 0.23029 0.18815 -1.35396
N -0.59439 0.22287 -0.28923
C -0.19651 0.79969 0.83318
C 1.00498 1.50359 0.91901
H 2.81701 2.14360 -0.27222
H 2.06805 0.78302 -2.20035
H -0.12160 -0.27489 -2.26890
H -0.91301 0.84687 1.66256
H 1.21475 2.14852 1.75342
C -0.25645 -4.89042 -1.83797
C -0.00357 -3.80168 -1.00273
C -0.85074 -3.42129 0.07100
N -1.89274 -4.19645 0.36512
C -2.14250 -5.29621 -0.34951
C -1.39591 -5.61003 -1.44743
H 0.23253 -5.15430 -2.73859
H 0.81180 -3.13362 -1.26204
H -0.66025 -2.55121 0.69714
H -3.05606 -5.84705 -0.07378
H -1.60309 -6.49768 -2.01542
*
```

ΔE to the lowest compared entry with this formula, charge and spin	0.000	eV
highest occupied orbital energy	-9.2140	eV

Taken from the Löwdin analysis, the atomic charges in e are: 0.06, -0.45, 0.07, 0.04, 0.11, 0.07, 0.10, 0.05, -0.43, 0.06, 0.05, 0.11, 0.07, 0.10, 0.09, -0.41, 0.00, 0.08, 0.06, 0.10, 0.10, 0.02, -0.42, 0.06, 0.04, 0.10, 0.11, 0.09, 0.01, -0.40, 0.06, 0.01, 0.13, 0.10, 0.09, -0.06, -0.09, -0.14, 0.06, -0.17, -0.07, 0.12, 0.10, 0.08, 0.11, 0.09, -0.06, -0.07, -0.14, 0.04, -0.18, -0.10, 0.10, 0.08, 0.08, 0.11, 0.10

=====

Below is the molecule C15H25NO2S, with properties calculated with wB97M-V/def2-TZVPD.

```
! wB97M-V def2-TZVPD RIJCOSX def2/J DEFGRID3
* xyz 0 1
H 2.41837 -2.28818 -3.45229
N 1.61791 -2.82638 -3.20908
C 1.09018 -2.49987 -2.06394
C 0.03812 -3.39727 -1.43520
C -0.83034 -4.15166 -2.39417
C -1.51840 -3.18107 -3.33386
C 1.64160 -1.32197 -1.29611
C 1.27880 -0.03659 -1.67856
O 0.41480 0.07331 -2.77115
C 1.57557 1.22085 -0.85958
C 1.85223 0.90823 0.68513
C 0.51371 0.68286 1.48047
C -0.41283 1.92626 1.52509
C 0.40252 3.11045 1.96264
S -1.69225 1.51049 2.81356
C -3.23952 2.66014 2.52621
C -3.21550 3.57503 3.68419
C 2.86751 -0.19125 0.70828
C 2.41874 -1.44625 -0.02448
O 2.92433 -2.40084 0.43526
H -0.67465 -2.72484 -0.88049
H 0.57002 -4.10509 -0.76627
H -0.15600 -4.87851 -2.93057
H -1.56023 -4.77873 -1.80860
H -2.19568 -2.51286 -2.90095
H -0.83308 -2.69556 -3.98183
H -2.13114 -3.91732 -3.86565
H 0.08806 -0.81082 -3.03391
H 2.47614 1.67589 -1.39500
H 0.70514 1.89771 -0.94767
H 2.32913 1.80520 1.05768
H 0.77105 0.34599 2.44352
H -0.05489 -0.07602 0.93397
H -0.85828 2.16052 0.46994
H 0.76858 3.56894 1.08739
H -0.35551 3.78364 2.43351
H 1.34833 2.88446 2.55281
H -4.19312 2.04590 2.58886
H -3.28092 3.12092 1.52133
H -4.19238 4.12602 3.79828
H -3.13066 2.89906 4.60996
H -2.48538 4.32429 3.58124
H 3.14008 -0.33096 1.82317
H 3.75983 0.26587 0.30688
*
```

ΔE to the lowest compared entry with this formula, charge and spin	3.712	eV
highest occupied orbital energy	-8.7035	eV

Taken from the Löwdin analysis, the atomic charges in e are: 0.05, 0.18, -0.32, -0.17, -0.28, -0.11, -0.05, -0.19, 0.05, -0.05, -0.31, -0.20, -0.65, -0.15, 0.87, -0.48, -0.24, -0.10, -0.38, 0.12, 0.13, 0.14, 0.12, 0.12, 0.06, 0.05, 0.08, 0.08, 0.15, 0.11, 0.11, 0.09, 0.11, 0.14, 0.05, 0.07, 0.11, 0.08, 0.08, 0.09, 0.09, 0.04, 0.16, 0.12